(1)
Computed, not measured: a single C6H10NOPS molecule in a non-equilibrium geometry, with the ωB97M-V functional and the def2-TZVPD basis.

The calculation puts the gap between HOMO and LUMO at 9.5 eV. The max |F| comes out at 4.571 eV/Å. Its SMILES is CCPC1=NC(=O)[C@H](C)S1. Its charge is 0. As for the highest occupied orbital energy: -9.33 eV. The energy relative to the best compared isomer or geometry (same formula, charge and spin) is 27.7 kcal per mole.

Geometry (Å):
C: -2.719 -0.311 -3.028
C: -1.568 -0.449 -2.029
P: -1.665 0.995 -0.830
C: -0.164 0.526 0.218
N: 0.811 0.020 -0.336
C: 1.990 -0.107 0.477
O: 3.029 -0.615 0.210
C: 1.795 0.649 1.855
C: 2.347 -0.054 3.068
S: 0.057 0.933 1.931
H: -3.622 0.003 -2.467
H: -2.358 0.483 -3.797
H: -2.880 -1.375 -3.339
H: -0.605 -0.410 -2.324
H: -1.667 -1.342 -1.525
H: -2.620 0.377 -0.040
H: 2.492 1.542 1.839
H: 3.353 0.121 3.228
H: 2.125 -1.195 2.916
H: 1.870 0.211 3.974



(2)
Computed, not measured: a gas-phase ion, C6H10NS (charge +1) in a non-equilibrium geometry, with the ωB97M-V functional and the def2-TZVPD basis.

The calculation puts the gap between HOMO and LUMO at 8.6 eV. The max |F| comes out at 4.281 eV/Å. Its SMILES is [NH3+][C@@]12CC[C@@H]1C=CS2. Its charge is +1. As for the highest occupied orbital energy: -12.33 eV. The energy relative to the best compared isomer or geometry (same formula, charge and spin) is 39.0 kcal per mole.

Geometry (Å):
N: 0.029 -1.907 -0.809
C: -0.331 -0.675 0.083
C: 0.628 -0.360 1.261
C: 0.970 1.134 0.685
C: 0.037 0.970 -0.589
C: -1.308 1.650 -0.417
C: -2.336 0.852 0.015
S: -2.118 -0.780 0.400
H: -0.674 -2.029 -1.609
H: -0.098 -2.568 -0.085
H: 1.035 -2.110 -1.151
H: 1.445 -0.996 1.272
H: 0.215 -0.596 2.223
H: 0.725 1.945 1.352
H: 2.064 1.075 0.526
H: 0.567 1.036 -1.545
H: -1.281 2.692 -0.675
H: -3.277 1.260 0.163



(3)
Computed, not measured: 2 unconnected molecules or ions with the total composition C6H10NS in a non-equilibrium geometry, with the ωB97M-V functional and the def2-TZVPD basis.

The calculation puts the gap between HOMO and LUMO (spin up / spin down) at 6.1 / 6.1 eV. The max |F| comes out at 3.528 eV/Å. Its charge is +1. As for the highest occupied orbital energy (spin up / spin down): -12.89 / -12.90 eV. The energy relative to the best compared isomer or geometry (same formula, charge and spin) is 76.3 kcal per mole.

Geometry (Å):
C: -1.697 -1.300 0.493
C: -0.900 -1.012 1.646
C: -1.665 -0.580 -0.709
C: 0.133 -0.159 1.436
C: -0.578 0.419 -0.731
C: 1.629 1.202 -0.043
N: 0.466 0.377 0.226
S: 1.223 -1.738 -0.851
H: -2.296 -2.176 0.637
H: -1.082 -1.521 2.590
H: -2.405 -0.569 -1.518
H: 0.938 0.017 2.120
H: -0.246 0.505 -1.702
H: -1.141 1.324 -0.576
H: 1.385 2.307 0.169
H: 2.409 0.985 0.704
H: 1.857 0.979 -1.157
H: 0.118 -2.557 -0.701



(4)
Computed, not measured: a single C6H10O molecule, with the ωB97M-V functional and the def2-TZVPD basis.

The calculation puts the gap between HOMO and LUMO at 10.3 eV. The max |F| comes out at 0.809 eV/Å. Its charge is 0. As for the highest occupied orbital energy: -9.32 eV. The energy relative to the best compared isomer or geometry (same formula, charge and spin) is 53.7 kcal per mole.

Geometry (Å):
C: -2.321 0.243 0.646
C: -0.894 0.289 0.092
C: -0.148 -1.048 0.018
C: 0.886 0.054 -0.105
C: 2.364 -0.166 -0.009
C: 0.021 0.850 -1.098
O: 0.182 0.778 0.985
H: -3.062 -0.085 -0.094
H: -2.678 1.165 1.109
H: -2.331 -0.533 1.428
H: -0.120 -1.531 0.999
H: -0.314 -1.741 -0.810
H: 2.663 -0.878 -0.786
H: 2.584 -0.620 0.963
H: 2.953 0.748 -0.118
H: -0.156 0.506 -2.122
H: 0.354 1.898 -1.097



(5)
Computed, not measured: 2 unconnected molecules or ions with the total composition C6H10O, with the ωB97M-V functional and the def2-TZVPD basis.

The calculation puts the gap between HOMO and LUMO at 9.8 eV. The max |F| comes out at 0.510 eV/Å. Its SMILES is C=CC/C=C\C=O.[H][H]. Its charge is 0. As for the highest occupied orbital energy: -9.62 eV. The energy relative to the best compared isomer or geometry (same formula, charge and spin) is 52.3 kcal per mole.

Geometry (Å):
C: -2.116 0.041 0.340
C: -1.028 -0.584 0.776
C: -0.135 -1.518 -0.009
C: 1.311 -1.125 0.197
C: 1.854 0.054 -0.139
C: 1.145 1.097 -0.911
O: 0.153 0.902 -1.582
H: -2.679 0.684 1.012
H: -2.471 -0.044 -0.682
H: -0.692 -0.399 1.795
H: -0.396 -1.503 -1.071
H: -0.281 -2.541 0.364
H: 1.935 -1.830 0.748
H: 2.870 0.289 0.176
H: 1.587 2.113 -0.847
H: -0.738 2.135 0.825
H: -0.210 2.606 1.053



(6)
Computed, not measured: 2 unconnected molecules or ions with the total composition C6H10O, with the ωB97M-V functional and the def2-TZVPD basis.

The calculation puts the gap between HOMO and LUMO at 10.2 eV. The max |F| comes out at 0.495 eV/Å. Its SMILES is C[C@H]1CC=CC1=O.[H][H]. Its charge is 0. As for the highest occupied orbital energy: -9.48 eV. The energy relative to the best compared isomer or geometry (same formula, charge and spin) is 17.3 kcal per mole.

Geometry (Å):
C: 1.897 -0.445 -0.434
C: 0.581 -0.021 0.214
C: 0.156 1.433 -0.060
C: -1.210 1.314 -0.689
C: -1.621 0.050 -0.828
C: -0.580 -0.872 -0.317
O: -0.610 -2.085 -0.315
H: 1.883 -0.234 -1.511
H: 2.747 0.087 0.006
H: 2.047 -1.520 -0.302
H: 0.638 -0.209 1.294
H: 0.851 1.944 -0.740
H: 0.113 2.040 0.853
H: -1.779 2.189 -0.992
H: -2.557 -0.296 -1.251
H: -1.310 -1.504 2.856
H: -1.246 -1.871 2.214



(7)
Computed, not measured: a single C6H10O molecule in a non-equilibrium geometry, with the ωB97M-V functional and the def2-TZVPD basis.

The calculation puts the gap between HOMO and LUMO at 10.4 eV. The max |F| comes out at 1.703 eV/Å. Its SMILES is O[C@@H]1C=CCCC1. Its charge is 0. As for the highest occupied orbital energy: -9.39 eV. The energy relative to the best compared isomer or geometry (same formula, charge and spin) is 35.2 kcal per mole.

Geometry (Å):
O: 1.113 1.591 -0.012
C: 0.130 1.052 -0.916
C: -1.236 0.889 -0.288
C: -1.406 -0.040 0.655
C: -0.334 -1.035 1.058
C: 1.032 -0.777 0.404
C: 0.657 -0.347 -1.196
H: 0.708 1.812 0.829
H: 0.133 1.775 -1.735
H: -2.063 1.513 -0.626
H: -2.375 -0.155 1.141
H: -0.643 -2.017 0.695
H: -0.308 -1.099 2.159
H: 1.610 -0.162 1.140
H: 1.664 -1.641 0.290
H: 1.449 -0.343 -1.974
H: -0.131 -1.017 -1.624



(8)
Computed, not measured: a molecular structure, C6H10O, with the ωB97M-V functional and the def2-TZVPD basis.

The calculation puts the gap between HOMO and LUMO (spin up / spin down) at 7.2 / 7.2 eV. The max |F| comes out at 0.293 eV/Å. Its charge is 0. As for the highest occupied orbital energy (spin up / spin down): -6.20 / -6.20 eV. The energy relative to the best compared isomer or geometry (same formula, charge and spin) is 123.6 kcal per mole.

Geometry (Å):
C: -1.345 0.787 1.355
C: -0.207 1.065 0.399
O: 1.047 0.853 1.012
C: 1.775 0.232 -0.035
C: 1.215 -1.090 -0.443
C: -0.591 -1.201 -0.893
C: -0.052 0.127 -0.808
H: -1.305 -0.239 1.734
H: -1.260 1.467 2.205
H: -2.313 0.950 0.873
H: -0.287 2.093 0.010
H: 2.196 0.923 -0.763
H: 1.159 -1.806 0.375
H: 1.720 -1.457 -1.336
H: -0.797 -1.631 -1.867
H: -1.085 -1.660 -0.045
H: 0.129 0.587 -1.774



(9)
Computed, not measured: a molecular structure, C6H10O, with the ωB97M-V functional and the def2-TZVPD basis.

The calculation puts the gap between HOMO and LUMO at 10.2 eV. The max |F| comes out at 0.401 eV/Å. Its charge is 0. As for the highest occupied orbital energy: -9.10 eV. The energy relative to the best compared isomer or geometry (same formula, charge and spin) is 37.0 kcal per mole.

Geometry (Å):
C: 1.762 1.043 0.334
C: 0.351 0.668 0.719
O: -0.608 1.690 0.362
C: -1.442 0.712 -0.241
C: -0.778 0.073 -1.410
C: -0.437 -0.409 -0.022
C: -0.389 -1.857 0.388
H: 2.483 0.306 0.704
H: 1.864 1.132 -0.751
H: 2.002 2.013 0.783
H: 0.287 0.475 1.800
H: -2.514 0.868 -0.154
H: -1.436 -0.620 -1.934
H: -0.090 0.628 -2.045
H: 0.602 -2.261 0.136
H: -0.530 -1.989 1.467
H: -1.127 -2.472 -0.136



(10)
Computed, not measured: 2 unconnected molecules or ions with the total composition C6H10O, with the ωB97M-V functional and the def2-TZVPD basis.

The calculation puts the gap between HOMO and LUMO at 8.6 eV. The max |F| comes out at 0.372 eV/Å. Its SMILES is OC1=CC=CCC1.[H][H]. Its charge is 0. As for the highest occupied orbital energy: -7.75 eV. The energy relative to the best compared isomer or geometry (same formula, charge and spin) is 31.4 kcal per mole.

Geometry (Å):
O: 0.642 0.249 2.562
C: 0.238 -0.090 1.305
C: -0.912 -0.741 1.106
C: -1.361 -1.030 -0.260
C: -0.605 -0.766 -1.327
C: 0.813 -0.270 -1.195
C: 1.157 0.327 0.186
H: 1.388 0.859 2.500
H: -1.534 -1.001 1.955
H: -2.360 -1.440 -0.388
H: -0.975 -0.961 -2.330
H: 1.484 -1.112 -1.412
H: 1.024 0.479 -1.967
H: 2.179 0.040 0.469
H: 1.156 1.425 0.143
H: -1.097 2.339 -0.502
H: -1.236 1.694 -0.844



(11)
Computed, not measured: 2 unconnected molecules or ions with the total composition C6H10O in a non-equilibrium geometry, with the ωB97M-V functional and the def2-TZVPD basis.

The calculation puts the gap between HOMO and LUMO at 8.3 eV. The max |F| comes out at 4.138 eV/Å. Its SMILES is C=CC(=C)C=C.O. Its charge is 0. As for the highest occupied orbital energy: -8.26 eV. The energy relative to the best compared isomer or geometry (same formula, charge and spin) is 63.9 kcal per mole.

Geometry (Å):
C: -0.725 -1.898 1.204
C: -0.190 -1.597 -0.065
C: 0.651 -0.443 -0.356
C: 1.433 -0.527 -1.474
C: 0.540 0.777 0.487
C: 1.326 1.895 0.429
H: -1.621 -2.440 1.392
H: -0.382 -1.585 2.186
H: -0.320 -2.391 -0.834
H: 2.040 0.279 -1.929
H: 1.231 -1.276 -2.223
H: -0.057 0.696 1.407
H: 1.247 2.619 1.206
H: 1.829 2.273 -0.491
O: -2.552 0.877 -0.187
H: -2.706 1.803 0.012
H: -1.743 0.938 -0.766



(12)
Computed, not measured: a single C6H10O molecule, with the ωB97M-V functional and the def2-TZVPD basis.

The calculation puts the gap between HOMO and LUMO at 10.1 eV. The max |F| comes out at 0.415 eV/Å. Its SMILES is C=C(C)CC(C)=O. Its charge is 0. As for the highest occupied orbital energy: -9.18 eV. The energy relative to the best compared isomer or geometry (same formula, charge and spin) is 3.5 kcal per mole.

Geometry (Å):
C: -0.018 -0.120 -1.849
C: -0.252 0.647 -0.784
C: -1.540 1.394 -0.567
C: 0.763 0.693 0.342
C: 0.293 -0.404 1.298
C: 0.944 -1.767 1.206
O: -0.628 -0.191 2.058
H: 0.952 -0.589 -1.997
H: -0.780 -0.309 -2.599
H: -1.361 2.472 -0.670
H: -1.938 1.224 0.440
H: -2.295 1.106 -1.304
H: 0.748 1.646 0.881
H: 1.773 0.508 -0.040
H: 1.095 -2.080 0.167
H: 0.317 -2.495 1.726
H: 1.926 -1.734 1.691



Which of these has the lowest energy relative to the best compared isomer or geometry (same formula, charge and spin)? number 12